[1]
{"formula": "C24H35N3O3", "method": "ωB97M-V with the def2-TZVPD basis set", "molar_mass_g_mol": 413.56, "e_homo_ha": -0.304, "e_lumo_ev": 0.435, "smiles": "C#CCCC[C@H](N)[C@@H](O[C@H](CCC)CCCC(=O)O)c1ccncc1.c1cc[nH]c1", "gap_ev": 8.71, "total_charge": 0, "species": ["C", "C", "C", "C", "C", "C", "N", "C", "O", "C", "C", "C", "C", "C", "C", "C", "C", "O", "O", "C", "C", "C", "N", "C", "C", "H", "H", "H", "H", "H", "H", "H", "H", "H", "H", "H", "H", "H", "H", "H", "H", "H", "H", "H", "H", "H", "H", "H", "H", "H", "H", "H", "H", "H", "H", "C", "C", "C", "N", "C", "H", "H", "H", "H", "H"], "xyz": [[3.36, 3.05, 0.24], [3.51, 2.02, 0.87], [3.72, 0.63, 1.57], [2.70, -0.45, 1.06], [1.33, -0.27, 1.87], [0.16, 0.39, 0.98], [-0.35, 1.53, 1.85], [-1.06, -0.57, 0.72], [-2.10, -0.31, -0.14], [-2.50, 0.79, -0.89], [-1.72, 2.17, -0.93], [-2.29, 3.16, -2.03], [-1.77, 2.86, -3.51], [-4.02, 1.19, -0.42], [-4.47, 0.35, 0.86], [-5.75, 1.11, 1.48], [-5.16, 2.28, 2.35], [-5.14, 3.44, 2.02], [-4.63, 1.92, 3.60], [-0.41, -1.96, 0.23], [-0.62, -3.25, 0.91], [-0.04, -4.46, 0.35], [0.72, -4.66, -0.78], [0.90, -3.42, -1.37], [0.41, -2.11, -0.99], [3.01, 3.91, -0.36], [3.67, 0.83, 2.68], [4.80, 0.34, 1.38], [3.11, -1.46, 1.37], [2.55, -0.48, -0.05], [0.99, -1.24, 2.36], [1.57, 0.42, 2.73], [0.65, 0.76, 0.03], [-1.37, 1.48, 1.86], [-0.08, 2.37, 1.33], [-1.46, -0.83, 1.76], [-2.64, 0.49, -1.98], [-1.89, 2.68, 0.07], [-0.62, 2.05, -1.15], [-1.96, 4.20, -1.73], [-3.42, 3.20, -2.08], [-1.14, 3.73, -3.84], [-1.19, 1.90, -3.48], [-2.65, 2.76, -4.22], [-4.73, 0.92, -1.25], [-4.04, 2.27, -0.15], [-4.74, -0.71, 0.59], [-3.69, 0.39, 1.68], [-6.30, 1.59, 0.63], [-6.42, 0.41, 2.05], [-3.75, 2.35, 3.70], [-1.23, -3.30, 1.85], [-0.27, -5.42, 0.91], [1.49, -3.47, -2.33], [0.66, -1.22, -1.63], [6.82, -2.78, -1.29], [5.86, -3.72, -0.83], [4.62, -3.16, -0.98], [4.79, -1.91, -1.51], [6.12, -1.67, -1.71], [7.89, -2.90, -1.31], [6.07, -4.70, -0.43], [3.64, -3.54, -0.75], [4.05, -1.27, -1.72], [6.46, -0.74, -2.12]], "nbo_charge": [-0.28, -0.02, -0.47, -0.41, -0.41, -0.10, -0.83, 0.14, -0.56, 0.12, -0.44, -0.41, -0.63, -0.43, -0.39, -0.51, 0.80, -0.57, -0.73, 0.06, -0.30, 0.04, -0.41, 0.02, -0.31, 0.25, 0.24, 0.25, 0.23, 0.21, 0.22, 0.23, 0.20, 0.34, 0.37, 0.17, 0.17, 0.20, 0.21, 0.21, 0.21, 0.22, 0.20, 0.22, 0.21, 0.22, 0.23, 0.20, 0.23, 0.24, 0.50, 0.23, 0.20, 0.20, 0.22, -0.31, -0.30, -0.08, -0.51, -0.08, 0.22, 0.22, 0.22, 0.41, 0.21]}

[2]
{"formula": "C2H2Cl2S", "method": "ωB97M-V with the def2-TZVPD basis set", "molar_mass_g_mol": 129.01, "e_homo_ha": -0.339, "e_lumo_ev": -1.005, "smiles": "S=CC(Cl)Cl", "gap_ev": 8.23, "total_charge": 0, "species": ["S", "C", "C", "Cl", "Cl", "H", "H"], "xyz": [[-1.53, -1.20, 1.05], [-0.86, 0.29, 0.84], [0.50, 0.41, 0.15], [0.98, -1.06, -0.75], [0.59, 1.83, -0.71], [-1.42, 1.26, 1.31], [1.39, 0.62, 0.73]], "nbo_charge": [0.14, -0.33, -0.36, -0.01, 0.04, 0.25, 0.26]}

Result set for relative energy (zero: lowest compared OMol25 entry of this formula, charge and spin): 767.0; 107.1 kJ/mol, one per record in the order listed.